Record 1
Below is a molecular structure, C9H16Br12N3 at a distorted geometry, with properties calculated with the ωB97M-V functional and the def2-TZVPD basis.

Properties
**LUMO**: -3.151 eV
**DFT total energy**: -31404.67775 Eh
**HOMO-LUMO gap**: 8.581 eV
**Strongest force on any atom**: 1.84 eV Å⁻¹

Geometry as ORCA input:
```
! RIJCOSX wB97M-V def2-TZVPD def2/J DEFGRID3
* xyz 1 1
C 3.453 -2.099 -2.884
N 2.736 -0.867 -3.217
C 1.557 -0.541 -2.812
N 1.033 0.725 -3.103
C -0.429 0.382 -3.058
C -0.437 -0.462 -1.807
N 0.750 -1.335 -2.052
C 0.270 -2.617 -2.662
H 3.490 -2.194 -1.808
H 2.974 -2.976 -3.283
H 4.454 -2.027 -3.265
H 3.212 -0.184 -3.792
H 1.266 1.269 -2.264
H -0.549 -0.230 -3.940
H -1.095 1.226 -3.040
H -1.387 -0.947 -1.641
H -0.228 0.199 -0.977
H 0.022 -3.283 -1.854
H -0.586 -2.454 -3.296
H 1.024 -3.104 -3.258
C 0.377 -0.752 2.603
Br 1.096 0.468 3.904
Br -1.390 -0.241 2.027
Br 1.563 -0.958 1.095
H 0.293 -1.720 3.080
C -1.335 3.367 3.339
Br -0.938 3.943 1.541
Br -0.762 4.659 4.640
Br -3.196 2.923 3.536
H -0.770 2.464 3.510
C 0.728 -4.354 5.121
Br 1.443 -3.133 6.423
Br -1.042 -3.838 4.555
Br 1.914 -4.564 3.615
H 0.642 -5.319 5.597
C -3.962 5.614 -0.093
Br -3.664 6.126 -1.927
Br -3.365 6.970 1.131
Br -5.798 5.127 0.221
H -3.363 4.735 0.095
*
```

Record 2
Below is 2 unconnected molecules or ions with the total composition C9H16ClFN4O at a distorted geometry, with properties calculated with the ωB97M-V functional and the def2-TZVPD basis.

Properties
**LUMO**: -0.003 eV
**DFT total energy**: -1206.80972 Eh
**HOMO-LUMO gap**: 8.957 eV
**Strongest force on any atom**: 2.84 eV Å⁻¹

Geometry as ORCA input:
```
! RIJCOSX wB97M-V def2-TZVPD def2/J DEFGRID3
* xyz 0 1
C -0.130 1.883 2.566
C -0.954 0.887 1.705
C -1.272 1.550 0.355
C -1.725 0.573 -0.744
C -0.613 0.157 -1.742
N 0.639 -0.156 -1.044
C 1.776 0.739 -0.861
C 1.925 1.832 -1.922
O 2.876 1.825 -2.655
Cl 0.760 3.173 -2.073
C 0.750 -1.356 -0.473
N 1.817 -1.806 0.235
C 1.503 -3.017 0.654
N 0.301 -3.364 0.223
N -0.145 -2.338 -0.470
H -0.351 1.774 3.625
H 0.937 1.690 2.439
H -0.323 2.902 2.233
H -0.339 -0.012 1.614
H -1.867 0.617 2.233
H -2.109 2.226 0.539
H -0.428 2.176 0.075
H -2.472 1.097 -1.345
H -2.210 -0.293 -0.293
H -0.480 0.869 -2.547
H -0.973 -0.767 -2.203
H 1.656 1.246 0.107
H 2.719 0.209 -0.807
H 2.124 -3.642 1.268
H -0.274 -4.218 0.342
H -1.069 -2.410 -0.899
F -2.052 -4.044 -0.138
*
```

Record 3
Below is a molecular structure, C9H16DyN2PS at a distorted geometry, with properties calculated with the ωB97M-V functional and the def2-TZVPD basis.

Properties
**LUMO (spin up / spin down)**: 0.324 / 0.086 eV
**DFT total energy**: -2086.38030 Eh
**HOMO-LUMO gap (spin up / spin down)**: 6.201 / 3.862 eV
**Strongest force on any atom**: 8.58 eV Å⁻¹

Geometry as ORCA input:
```
! RIJCOSX wB97M-V def2-TZVPD def2/J DEFGRID3
* xyz 0 6
C -0.646 0.070 -3.957
C -1.474 1.092 -3.328
C -0.578 2.008 -2.638
C 0.814 1.616 -2.942
C 0.772 0.430 -3.750
Dy -0.247 0.050 -1.700
P -0.302 -2.324 -1.335
H -0.998 -0.752 -4.528
H -2.548 1.146 -3.348
H -0.872 2.855 -2.064
H 1.616 -0.106 -4.138
H 1.695 2.132 -2.609
H 0.776 -3.087 -1.760
H -1.345 -3.055 -1.891
H -0.394 -2.714 0.002
S 0.390 1.885 0.029
C 0.347 0.770 1.311
N -0.882 0.309 1.735
C -1.008 -0.485 2.968
C 0.164 -0.172 3.906
C 1.476 -0.402 3.152
N 1.501 0.501 1.993
H -1.770 0.681 1.327
H -0.975 -1.552 2.682
H -1.968 -0.287 3.459
H 0.114 -0.834 4.785
H 0.111 0.878 4.249
H 1.493 -1.444 2.784
H 2.353 -0.237 3.790
H 2.384 1.028 1.815
*
```

Record 4
Below is a molecular structure, C9H16FeN2PS at a distorted geometry, with properties calculated with the ωB97M-V functional and the def2-TZVPD basis.

Properties
**LUMO (spin up / spin down)**: 3.577 / 3.414 eV
**DFT total energy**: -2465.17291 Eh
**HOMO-LUMO gap (spin up / spin down)**: 3.426 / 5.871 eV
**Strongest force on any atom**: 1.92 eV Å⁻¹

Geometry as ORCA input:
```
! RIJCOSX wB97M-V def2-TZVPD def2/J DEFGRID3
* xyz -1 5
C 1.331 -0.201 -3.162
C 0.151 0.073 -3.944
C -0.649 -1.128 -4.002
C -0.063 -2.087 -3.112
C 1.184 -1.528 -2.632
Fe -0.392 -0.400 -1.702
P -0.002 1.730 -1.278
H 2.082 0.547 -2.854
H -0.125 1.004 -4.433
H -1.522 -1.266 -4.613
H 1.920 -2.026 -2.034
H -0.492 -3.032 -2.816
H -1.228 1.947 -0.603
H 0.084 2.856 -2.114
H 1.075 1.947 -0.344
S -1.513 -1.330 -0.029
C -0.838 -0.454 1.334
N -1.636 0.086 2.270
C -1.180 0.443 3.630
C 0.279 0.826 3.603
C 1.178 -0.031 2.731
N 0.499 -0.388 1.484
H -2.634 0.067 2.050
H -1.352 -0.412 4.299
H -1.813 1.265 3.986
H 0.669 0.815 4.620
H 0.357 1.854 3.248
H 1.475 -0.942 3.274
H 2.092 0.500 2.438
H 1.062 -0.736 0.708
*
```

Record 5
Below is a single C9H16N2 molecule at a distorted geometry, with properties calculated with the ωB97M-V functional and the def2-TZVPD basis.

Properties
**LUMO**: 0.960 eV
**DFT total energy**: -461.86083 Eh
**HOMO-LUMO gap**: 8.939 eV
**SMILES**: CC[C@@]12[C@H]3C[C@H](C)NN1[C@]32C
**Strongest force on any atom**: 4.44 eV Å⁻¹
**Energy relative to the best compared isomer or geometry (same formula, charge and spin)**: 477.7 kJ/mol

Geometry as ORCA input:
```
! RIJCOSX wB97M-V def2-TZVPD def2/J DEFGRID3
* xyz 0 1
C -0.011 1.117 -1.528
C -0.986 0.201 -0.721
C 1.469 0.912 -1.210
C -0.449 -1.070 -0.234
C -0.705 0.096 0.823
C 2.134 -0.043 -2.291
C -0.814 -2.517 -0.157
C -0.931 1.248 2.927
C -1.578 0.258 2.021
N 1.632 0.331 0.111
N 0.549 -0.504 0.662
H -0.289 0.896 -2.604
H -0.476 2.093 -1.344
H -1.944 0.424 -1.107
H 2.028 1.833 -1.311
H 1.737 -1.075 -2.057
H 3.238 -0.076 -2.272
H 1.784 0.303 -3.174
H -0.375 -3.215 -0.972
H -1.871 -2.600 0.013
H -0.113 -2.870 0.632
H 0.122 0.831 3.173
H -1.420 1.339 3.797
H -0.901 2.275 2.474
H -2.587 0.522 1.714
H -1.743 -0.654 2.469
H 2.495 -0.058 0.166
*
```

Record 6
Below is a single C9H16N2 molecule at a distorted geometry, with properties calculated with the ωB97M-V functional and the def2-TZVPD basis.

Properties
**LUMO**: 1.055 eV
**DFT total energy**: -461.87666 Eh
**HOMO-LUMO gap**: 8.308 eV
**SMILES**: C#CN(C)/C=C\N[C@H](C)CC
**Strongest force on any atom**: 5.03 eV Å⁻¹
**Energy relative to the best compared isomer or geometry (same formula, charge and spin)**: 436.1 kJ/mol

Geometry as ORCA input:
```
! RIJCOSX wB97M-V def2-TZVPD def2/J DEFGRID3
* xyz 0 1
C 1.588 1.069 0.664
C 0.297 0.974 0.387
C 2.205 -1.003 -0.336
C 2.045 -2.145 -0.674
C -2.098 -1.854 0.735
C -2.271 1.616 -1.039
C 3.855 0.528 0.401
C -2.407 -0.348 0.512
C -1.741 0.139 -0.764
N 2.517 0.233 0.043
N -0.243 0.302 -0.682
H 2.158 1.729 1.285
H -0.429 1.610 0.908
H 0.311 -0.555 -0.825
H 2.107 -2.817 -1.497
H -1.021 -2.078 0.603
H -2.379 -2.150 1.732
H -2.734 -2.415 0.131
H -3.310 1.625 -1.141
H -1.957 2.331 -0.326
H -1.810 1.989 -1.945
H 4.128 1.576 0.275
H 4.210 0.385 1.554
H 4.694 -0.057 -0.141
H -3.476 -0.523 0.347
H -2.214 0.337 1.320
H -2.027 -0.499 -1.525
*
```

Record 7
Below is a single C9H16N2O2Si molecule at a distorted geometry, with properties calculated with the ωB97M-V functional and the def2-TZVPD basis.

Properties
**LUMO**: 0.515 eV
**DFT total energy**: -901.97507 Eh
**HOMO-LUMO gap**: 10.173 eV
**SMILES**: C[Si](C)(C)[C@@H]1C(=O)CC=N[C@@H]1NC=O
**Strongest force on any atom**: 4.64 eV Å⁻¹
**Energy relative to the best compared isomer or geometry (same formula, charge and spin)**: 126.4 kJ/mol

Geometry as ORCA input:
```
! RIJCOSX wB97M-V def2-TZVPD def2/J DEFGRID3
* xyz 0 1
C 0.671 -2.269 1.067
C -0.385 -1.693 -1.160
C 3.588 1.156 -0.083
C -0.420 -2.479 0.109
C 0.324 -0.424 -1.076
C 1.700 -0.593 -0.252
C -2.822 0.470 -0.828
C -0.648 2.533 -0.344
C -0.981 0.344 1.720
N 1.645 -1.505 0.869
N 2.364 0.605 0.123
O -0.844 -2.052 -2.209
O 4.445 0.632 -0.747
Si -1.027 0.717 -0.136
H 0.647 -2.756 1.982
H 3.769 2.061 0.552
H -0.606 -3.514 -0.149
H -1.480 -2.495 0.467
H 0.551 0.065 -2.146
H 2.403 -1.103 -0.879
H -2.938 1.277 -1.434
H -3.116 -0.413 -1.192
H -3.610 0.627 -0.075
H -1.626 3.192 -0.237
H -0.023 2.798 0.475
H -0.341 2.830 -1.415
H -0.010 -0.164 2.174
H -1.242 1.227 2.240
H -1.735 -0.364 2.028
H 1.751 1.289 0.554
*
```

Record 8
Below is a single C9H16N2O3 molecule at a distorted geometry, with properties calculated with the ωB97M-V functional and the def2-TZVPD basis.

Properties
**LUMO**: 0.769 eV
**DFT total energy**: -687.66221 Eh
**HOMO-LUMO gap**: 9.698 eV
**SMILES**: CC[C@H]1CN(CC)C(=O)OC(OC)=N1
**Strongest force on any atom**: 6.56 eV Å⁻¹
**Energy relative to the best compared isomer or geometry (same formula, charge and spin)**: 479.6 kJ/mol

Geometry as ORCA input:
```
! RIJCOSX wB97M-V def2-TZVPD def2/J DEFGRID3
* xyz 0 1
C -2.390 0.201 0.350
C -0.342 1.910 0.126
C 0.445 0.102 1.509
C -0.441 -1.028 0.954
C -0.321 -3.006 -0.637
C 2.685 0.856 -0.779
C -4.495 1.252 -0.424
C 0.086 -1.476 -0.410
C 2.088 1.753 0.321
N -1.855 -0.841 0.808
N 0.820 1.229 0.723
O -0.256 2.977 -0.476
O -1.629 1.499 0.255
O -3.584 0.184 -0.012
H -0.031 0.277 2.482
H 1.359 -0.424 1.724
H -0.345 -1.842 1.599
H -1.499 -3.178 -0.648
H -0.103 -3.743 0.175
H 0.003 -3.503 -1.526
H 2.632 -0.128 -0.438
H 2.187 1.006 -1.676
H 3.756 1.253 -0.960
H -5.455 1.076 0.200
H -4.662 1.363 -1.527
H -4.144 2.205 -0.179
H -0.395 -0.886 -1.293
H 1.203 -1.426 -0.457
H 1.974 2.806 -0.021
H 2.867 1.707 1.215
*
```